Below is C33H48AgCl2N8OS2 as an isolated structure, with properties calculated with ωB97M-V/def2-TZVPD.

Positions of all 95 atoms, in Å:
1 Ag -0.595 -0.005 0.570
2 C 4.109 -1.193 -1.703
3 N 3.497 0.114 -1.648
4 C 4.335 1.173 -1.145
5 C 2.107 0.214 -1.642
6 N 1.379 0.844 -0.779
7 C 1.805 1.102 0.527
8 C 2.669 0.265 1.202
9 C 3.100 0.553 2.504
10 C 2.703 1.702 3.119
11 C 1.785 2.575 2.482
12 C 1.359 3.748 3.158
13 C 0.418 4.560 2.602
14 C -0.164 4.212 1.370
15 C 0.223 3.088 0.679
16 N -0.538 2.678 -0.416
17 C -0.643 3.357 -1.490
18 N -1.679 3.089 -2.365
19 C -2.748 2.195 -1.970
20 C -1.603 3.351 -3.778
21 N 0.224 4.369 -1.933
22 C 1.605 4.330 -1.515
23 C -0.318 5.704 -2.052
24 C 1.272 2.259 1.203
25 N 1.509 -0.376 -2.718
26 C 2.189 -0.579 -3.975
27 C 0.077 -0.549 -2.763
28 H 4.813 -1.283 -2.540
29 H 3.339 -1.956 -1.799
30 H 4.658 -1.389 -0.774
31 H 4.695 0.980 -0.128
32 H 3.782 2.110 -1.132
33 H 5.199 1.289 -1.810
34 H 2.970 -0.657 0.723
35 H 3.753 -0.144 3.015
36 H 3.041 1.948 4.117
37 H 1.776 3.961 4.135
38 H 0.075 5.442 3.127
39 H -0.997 4.788 0.984
40 H -2.629 1.892 -0.935
41 H -2.732 1.283 -2.575
42 H -3.720 2.678 -2.116
43 H -0.696 3.901 -4.015
44 H -2.469 3.930 -4.116
45 H -1.596 2.410 -4.343
46 H 1.908 3.292 -1.391
47 H 1.788 4.858 -0.571
48 H 2.217 4.784 -2.300
49 H -1.356 5.662 -2.376
50 H 0.249 6.275 -2.793
51 H -0.276 6.244 -1.096
52 H 3.166 -0.105 -3.956
53 H 1.601 -0.133 -4.783
54 H 2.315 -1.644 -4.199
55 H -0.150 -1.429 -3.369
56 H -0.330 -0.699 -1.765
57 H -0.408 0.326 -3.209
58 S -0.910 -0.664 2.947
59 C -2.418 -1.564 2.765
60 C -2.867 -2.237 3.907
61 C -4.025 -2.988 3.939
62 C -4.798 -3.088 2.788
63 C -4.378 -2.430 1.647
64 C -3.208 -1.665 1.593
65 S -2.860 -0.906 0.029
66 H -2.264 -2.150 4.803
67 H -4.323 -3.486 4.855
68 H -5.716 -3.663 2.777
69 H -4.970 -2.495 0.741
70 C -1.166 -3.884 -1.467
71 N -0.327 -4.419 -0.411
72 C -0.734 -5.709 0.099
73 C 0.316 -6.266 1.036
74 C 0.633 -5.218 2.080
75 N 1.062 -3.995 1.439
76 C 1.656 -3.014 2.328
77 C 0.508 -3.554 0.260
78 O 0.739 -2.435 -0.181
79 H -0.921 -4.339 -2.432
80 H -1.054 -2.806 -1.509
81 H -2.216 -4.088 -1.239
82 H -0.889 -6.381 -0.752
83 H -1.702 -5.620 0.614
84 H 1.223 -6.501 0.473
85 H -0.040 -7.184 1.505
86 H 1.441 -5.554 2.737
87 H -0.242 -5.029 2.719
88 H 2.692 -3.286 2.558
89 H 1.082 -2.951 3.255
90 H 1.605 -2.032 1.869
91 Cl -3.427 2.029 2.555
92 C -4.547 1.998 1.207
93 Cl -6.210 2.499 1.667
94 H -4.586 0.983 0.816
95 H -4.222 2.701 0.448

## Properties
charge = -1
LUMO = 2.3 eV
molar mass = 815.71 g/mol
ΔE to the lowest compared entry with this formula, charge and spin = 0.0 kcal/mol
2S+1 = 1
calculated total energy = -99685.9505 eV

Charges per atom according to Löwdin partitioning, unit e:
1. Ag 0.463
2. C -0.072
3. N -0.183
4. C -0.059
5. C -0.360
6. N 0.123
7. C -0.266
8. C -0.079
9. C -0.078
10. C -0.048
11. C -0.164
12. C -0.053
13. C -0.085
14. C -0.045
15. C -0.246
16. N 0.140
17. C -0.361
18. N -0.151
19. C -0.073
20. C -0.081
21. N -0.171
22. C -0.065
23. C -0.074
24. C -0.067
25. N -0.133
26. C -0.064
27. C -0.059
28. H 0.082
29. H 0.092
30. H 0.086
31. H 0.082
32. H 0.082
33. H 0.087
34. H 0.101
35. H 0.103
36. H 0.104
37. H 0.103
38. H 0.097
39. H 0.111
40. H 0.024
41. H 0.081
42. H 0.089
43. H 0.079
44. H 0.084
45. H 0.078
46. H 0.065
47. H 0.090
48. H 0.087
49. H 0.082
50. H 0.083
51. H 0.084
52. H 0.081
53. H 0.086
54. H 0.089
55. H 0.091
56. H 0.015
57. H 0.081
58. S 0.442
59. C -0.739
60. C -0.185
61. C -0.145
62. C -0.146
63. C -0.186
64. C -0.717
65. S 0.457
66. H 0.074
67. H 0.081
68. H 0.080
69. H 0.074
70. C -0.055
71. N -0.079
72. C -0.181
73. C -0.165
74. C -0.176
75. N -0.079
76. C -0.072
77. C -0.470
78. O -0.010
79. H 0.083
80. H 0.028
81. H 0.087
82. H 0.118
83. H 0.130
84. H 0.116
85. H 0.111
86. H 0.119
87. H 0.134
88. H 0.085
89. H 0.069
90. H 0.029
91. Cl 0.535
92. C -1.042
93. Cl 0.443
94. H -0.035
95. H -0.003



Below is C33H48BN7O5S3V as an isolated structure in a non-equilibrium geometry, with properties calculated with ωB97M-V/def2-TZVPD.

Positions of all 98 atoms, in Å:
1 V -1.157 2.049 -1.577
2 O -3.050 4.224 1.038
3 C -3.573 4.992 -0.020
4 C -2.529 5.413 -1.061
5 N -2.067 4.366 -1.996
6 C -3.177 3.650 -2.626
7 C -3.635 2.450 -1.754
8 O -4.704 1.931 -1.934
9 O -2.756 2.076 -0.850
10 C -1.075 4.895 -2.932
11 C 0.013 3.873 -3.340
12 O 0.842 4.177 -4.162
13 O -0.037 2.754 -2.693
14 H -2.849 3.345 0.698
15 H -3.974 5.897 0.439
16 H -4.407 4.476 -0.510
17 H -1.655 5.770 -0.511
18 H -2.946 6.249 -1.643
19 H -2.853 3.227 -3.583
20 H -4.048 4.287 -2.822
21 H -0.535 5.711 -2.448
22 H -1.520 5.298 -3.849
23 C 0.349 3.449 3.067
24 C 0.197 2.040 2.596
25 C 0.162 0.971 3.448
26 C -0.084 -0.307 2.920
27 N -0.273 -0.501 1.639
28 N -0.216 0.513 0.788
29 B -0.288 0.256 -0.754
30 N -1.130 -1.004 -1.165
31 N -0.801 -2.166 -0.602
32 C -1.430 -3.262 -0.933
33 C -2.543 -3.225 -1.804
34 C -2.853 -2.063 -2.447
35 C -3.936 -1.961 -3.468
36 C -2.052 -0.926 -2.162
37 S -2.128 0.437 -3.164
38 C -0.864 -4.575 -0.401
39 C -1.452 -5.786 -1.129
40 C -1.163 -4.704 1.094
41 C 0.656 -4.536 -0.623
42 N 1.198 0.106 -1.231
43 N 2.028 -0.003 -0.177
44 C 3.310 0.136 -0.289
45 C 3.863 0.653 -1.485
46 C 3.085 0.700 -2.598
47 C 3.572 1.262 -3.890
48 C 1.744 0.182 -2.509
49 S 0.994 -0.396 -3.877
50 C 4.139 -0.321 0.905
51 C 3.836 0.562 2.121
52 C 5.634 -0.306 0.589
53 C 3.712 -1.765 1.214
54 C 0.015 1.778 1.219
55 S 0.058 3.070 0.105
56 C -0.136 -1.550 3.794
57 C 0.117 -1.263 5.275
58 C -1.536 -2.165 3.646
59 C 0.951 -2.518 3.301
60 H 0.432 3.492 4.151
61 H -0.520 4.025 2.745
62 H 1.227 3.913 2.616
63 H 0.321 1.113 4.506
64 H -3.116 -4.120 -1.991
65 H -4.532 -2.871 -3.508
66 H -3.497 -1.773 -4.449
67 H -4.577 -1.108 -3.240
68 H -2.510 -5.921 -0.896
69 H -0.928 -6.683 -0.801
70 H -1.337 -5.699 -2.210
71 H -2.239 -4.732 1.275
72 H -0.742 -3.859 1.626
73 H -0.722 -5.622 1.486
74 H 0.875 -4.489 -1.691
75 H 1.127 -5.427 -0.206
76 H 1.077 -3.652 -0.150
77 H 4.884 1.003 -1.521
78 H 4.648 1.428 -3.861
79 H 3.065 2.215 -4.067
80 H 3.318 0.611 -4.723
81 H 4.162 1.589 1.946
82 H 4.360 0.185 3.000
83 H 2.764 0.564 2.325
84 H 6.008 0.710 0.451
85 H 5.848 -0.885 -0.310
86 H 6.182 -0.753 1.418
87 H 2.643 -1.804 1.413
88 H 4.253 -2.139 2.085
89 H 3.927 -2.420 0.367
90 H -0.634 -0.589 5.689
91 H 1.108 -0.837 5.437
92 H 0.067 -2.202 5.825
93 H -2.273 -1.548 4.162
94 H -1.556 -3.167 4.075
95 H -1.816 -2.216 2.597
96 H 1.939 -2.129 3.553
97 H 0.890 -2.632 2.221
98 H 0.835 -3.492 3.778

## Properties
charge = 0
LUMO (alpha / beta) = -0.6 / -0.5 eV
⟨S²⟩ = 0.762
molar mass = 780.75 g/mol
ΔE to the lowest compared entry with this formula, charge and spin = 44.0 kcal/mol
2S+1 = 2
calculated total energy = -114540.7846 eV

Charges per atom according to Löwdin partitioning, unit e:
1. V 0.594
2. O -0.067
3. C -0.230
4. C -0.147
5. N -0.197
6. C -0.091
7. C -0.664
8. O 0.107
9. O -0.207
10. C -0.072
11. C -0.550
12. O 0.113
13. O -0.209
14. H 0.043
15. H 0.126
16. H 0.115
17. H 0.122
18. H 0.132
19. H 0.132
20. H 0.144
21. H 0.137
22. H 0.141
23. C -0.056
24. C -0.244
25. C 0.070
26. C -0.201
27. N 0.192
28. N 0.011
29. B -0.581
30. N 0.027
31. N 0.183
32. C -0.196
33. C 0.071
34. C -0.234
35. C -0.059
36. C -0.552
37. S 0.834
38. C -0.537
39. C -0.062
40. C -0.038
41. C -0.037
42. N 0.028
43. N 0.153
44. C -0.219
45. C 0.047
46. C -0.265
47. C -0.064
48. C -0.681
49. S 0.705
50. C -0.533
51. C -0.031
52. C -0.060
53. C -0.046
54. C -0.541
55. S 0.878
56. C -0.529
57. C -0.060
58. C -0.041
59. C -0.045
60. H 0.085
61. H 0.080
62. H 0.082
63. H 0.119
64. H 0.116
65. H 0.084
66. H 0.085
67. H 0.083
68. H 0.082
69. H 0.088
70. H 0.091
71. H 0.093
72. H 0.039
73. H 0.092
74. H 0.093
75. H 0.087
76. H 0.064
77. H 0.115
78. H 0.080
79. H 0.088
80. H 0.046
81. H 0.089
82. H 0.086
83. H 0.061
84. H 0.083
85. H 0.089
86. H 0.086
87. H 0.041
88. H 0.087
89. H 0.093
90. H 0.086
91. H 0.086
92. H 0.091
93. H 0.089
94. H 0.089
95. H 0.065
96. H 0.081
97. H 0.052
98. H 0.093



Q: Which of these has the lowest 2S+1?
A: C33H48AgCl2N8OS2



Q: Which value of charge does entry 1 give?
A: -1